Computed, not measured: a structure of composition CH2CuF3O3S, with wB97M-V/def2-TZVPD.

```
! wB97M-V def2-TZVPD RIJCOSX def2/J DEFGRID3
* xyz 0 3
O -0.2153 1.3792 -0.4206
S 1.1749 0.9173 0.0024
F 2.6026 -1.1119 -0.9011
H -3.0545 0.3335 0.5913
Cu -0.6955 0.3597 2.1787
F 0.9828 -0.5164 -2.2053
O -2.1178 0.1775 0.7326
H -1.6085 0.4736 -0.0553
C 1.3378 -0.7057 -0.9391
F 0.5727 -1.6480 -0.4086
O 1.0208 0.3412 1.4251
*
```

Its total energy is -70835.975 eV. The orbital gap (alpha / beta) is 7.38 / 7.56 eV. As for the HOMO energy (alpha / beta): -6.937 / -10.227 eV.

These are the Mulliken partial charges, in e, on atoms 1 to 5: number 1, O, carries -0.788; number 2, S, carries 0.594; number 3, F, carries -0.231; number 4, H, carries 0.277; number 5, Cu, carries -0.034

---

Computed, not measured: a structure of composition C26H25Cl4NO7S2SbV, with wB97M-V/def2-TZVPD.

```
! wB97M-V def2-TZVPD RIJCOSX def2/J DEFGRID3
* xyz -2 1
O 0.0265 -2.8150 2.0045
H 2.7188 1.7010 0.1458
C -2.9267 -3.5477 -3.1303
H 5.6950 -0.3494 1.1797
V -1.4321 -0.1920 -0.5927
H 3.4640 1.4243 4.2205
C 0.1789 1.3733 -2.7101
Cl 2.6528 3.4068 -5.9589
Cl -2.0449 2.7265 -3.3991
Sb 2.4117 -0.0180 2.1896
C 3.6081 0.3632 3.9927
H 4.7473 -0.1768 -0.2924
O -0.5259 0.8100 -1.7844
Cl -0.5749 -2.5470 0.7435
C 5.0216 -0.8758 0.5013
C 4.3117 2.4613 1.4136
H -6.0588 2.8504 3.0550
H 4.3539 3.4771 1.0059
O -0.1881 -1.4386 -3.4896
C -2.5168 1.8364 1.7822
C -2.2065 -4.9222 -5.3917
O 0.2962 -1.7446 -0.1069
C -5.0686 2.5782 2.7050
H -0.1006 3.6846 -5.2161
H -1.7999 2.7554 3.5714
Cl 2.2844 -0.1175 -1.9060
C -3.3400 -5.2956 -4.6732
H 5.2547 -1.0313 3.7050
O -1.7596 -1.6754 0.9127
C 1.7010 2.6246 -4.7135
C 2.9328 1.8454 1.2062
H 5.0960 1.8819 0.9240
C 3.7829 -1.4012 1.2170
C 2.2981 1.6874 -3.8928
C 1.5410 1.0750 -2.9110
H 5.5542 0.1613 4.9673
H -4.0335 3.4144 4.4001
H 5.5919 -1.6877 0.0355
C -3.7183 -4.6075 -3.5224
H 4.0514 -2.1292 1.9897
C -1.1994 -2.0032 -3.1135
C -3.0384 -2.5966 -1.9624
O -3.9147 -2.6580 -1.1298
H -0.5308 -3.5482 -5.5251
H 3.1412 -1.9384 0.5137
C -1.8058 -3.1795 -3.8395
S -0.9079 1.4097 1.2373
H 4.5710 2.5315 2.4737
C -0.3730 2.3329 -3.5824
C -3.6618 1.5252 1.0249
H 3.3392 1.4241 -4.0126
H -4.5946 -4.8828 -2.9490
H 2.1532 2.5222 1.5665
C -2.6857 2.5215 2.9911
H 3.1019 -0.1850 4.7913
H 5.6467 0.6223 3.2678
S -3.5474 0.6695 -0.5109
O -0.9478 -3.7579 0.0931
C -3.9399 2.8906 3.4544
N -1.9805 -1.7093 -2.0234
H -1.9373 -5.4801 -6.2819
C -4.9175 1.9014 1.5032
H -5.7882 1.6428 0.9097
C 5.0922 0.0129 3.9839
C -1.4176 -3.8500 -4.9814
C 0.3679 2.9546 -4.5718
H -3.9316 -6.1362 -5.0189
*
```

Its total energy is -147173.454 eV. The orbital gap (alpha / beta) is 5.54 / 5.55 eV. As for the HOMO energy (alpha / beta): -1.524 / -1.526 eV.

These are the Mulliken partial charges, in e, on atoms 1 to 5: number 1, O, carries -0.679; number 2, H, carries -0.023; number 3, C, carries 0.231; number 4, H, carries 0.199; number 5, V, carries 0.560

---

Computed, not measured: a structure of composition C10H16As2Cl3O4ReSSi, with wB97M-V/def2-TZVPD.

```
! wB97M-V def2-TZVPD RIJCOSX def2/J DEFGRID3
* xyz 1 4
Re 0.3951 0.1880 0.0670
H -1.4835 0.8016 3.5980
C 0.0648 3.8695 3.3105
C -0.4360 0.5863 3.7973
H -0.2525 2.6990 -2.9335
O -1.3759 -3.0099 -1.3969
H 0.0593 3.4256 4.2986
H 2.7372 2.5390 -2.0431
H 2.4568 1.6782 3.9941
C -0.1706 5.8142 1.9179
H -0.3717 5.8305 4.0534
H 2.7002 0.0732 3.2607
H -0.3090 -0.4902 3.8981
C 0.0749 5.0417 0.7927
H -0.1236 1.0751 4.7174
As 0.6600 2.5544 -0.6204
H 3.1571 2.7837 -0.3361
O -0.1697 -0.8582 -1.7224
C -0.3914 3.3121 -2.0448
C 0.3051 3.0885 2.1851
Cl 3.6264 -2.9998 -2.8626
Si 2.6455 -2.7506 -1.1473
C 2.4603 3.0571 -1.1263
As 0.6483 1.1852 2.3215
H -0.0662 4.3290 -2.2529
C 2.4343 1.1108 3.0657
H -0.3620 6.8737 1.8131
Cl 2.9722 -0.7763 -0.4767
H 2.4967 4.1329 -1.2866
C -0.1759 5.2285 3.1762
O 1.0282 -2.9596 -1.4425
O -0.1073 -1.8712 0.4188
H 0.0774 5.5126 -0.1828
H 3.1466 1.5364 2.3615
S -0.2853 -2.1997 -1.0445
C 0.3102 3.6770 0.9210
H -1.4445 3.3060 -1.7723
Cl 3.2316 -3.9931 0.3001
*
```

Its total energy is -198905.513 eV. The orbital gap (alpha / beta) is 9.80 / 7.12 eV. As for the HOMO energy (alpha / beta): -12.326 / -11.347 eV.

These are the Mulliken partial charges, in e, on atoms 1 to 5: number 1, Re, carries 0.198; number 2, H, carries 0.384; number 3, C, carries -0.472; number 4, C, carries -1.212; number 5, H, carries 0.402